Below is C8H18O13PV2 as an isolated structure, with properties calculated with ωB97M-V with the def2-TZVPD basis set.

Structure (XYZ):
```
42
Properties=species:S:1:pos:R:3:forces:R:3:lowdin_charge:R:1
O -3.949 -2.563 4.505 0.09 0.06 0.60 -0.16
V -2.623 -2.378 5.258 1.60 -1.61 -3.61 1.20
O -1.783 -3.687 4.879 -1.38 2.43 1.25 -0.23
O 1.585 1.333 4.616 -1.22 -1.61 0.69 -0.21
V 0.362 0.377 4.855 -3.38 5.91 -2.31 1.14
O -0.846 1.397 5.414 3.65 -3.70 -0.97 -0.29
O -1.159 -0.916 1.267 -0.01 0.86 1.72 0.18
C -1.020 -0.411 2.494 0.44 -0.67 -1.87 -0.79
O -0.252 0.556 2.651 1.90 0.95 1.98 0.02
O -1.532 -0.973 3.447 -2.09 -2.82 4.97 -0.02
H -0.532 -0.279 0.917 0.31 0.38 -2.51 0.09
C 2.074 -3.663 -3.697 0.35 -1.90 0.03 -0.11
O 2.157 -3.068 -2.412 -2.02 2.58 1.30 -0.24
P 1.059 -1.883 -2.038 1.10 0.30 -3.47 0.41
O 1.338 -0.620 -2.768 -0.60 -1.16 1.44 -0.24
O -0.312 -2.593 -2.438 -1.03 -0.67 0.64 -0.24
C -1.696 -2.245 -2.033 0.96 0.85 -0.42 -0.03
O 1.089 -1.797 -0.472 0.43 1.69 -0.29 -0.22
C 1.213 -2.990 0.210 -0.72 -2.00 0.68 -0.13
H 3.030 -3.545 -4.206 -0.18 0.12 -0.02 0.09
H 1.233 -3.466 -4.362 -0.01 0.87 0.39 0.09
H 1.933 -4.701 -3.394 0.27 -0.39 -0.74 0.09
H -2.379 -2.375 -2.873 0.53 0.08 -0.30 0.09
H -1.654 -1.192 -1.754 -0.42 -0.06 0.11 0.08
H -2.135 -2.849 -1.239 0.82 -0.19 0.25 0.08
H 2.202 -3.431 0.086 0.01 0.17 0.36 0.10
H 0.489 -3.687 -0.213 0.03 -0.40 0.03 0.09
H 0.884 -2.859 1.241 0.47 0.20 0.08 0.08
O -0.924 1.829 -0.036 1.98 2.04 -0.31 0.05
C 0.098 2.545 -0.129 -2.20 -2.13 0.22 -0.44
O 0.139 3.813 -0.579 2.58 -2.32 1.06 -0.01
C -0.920 4.651 -0.783 -1.55 2.11 -0.81 -0.24
C -0.341 5.876 -1.538 -1.02 -0.17 -0.30 -0.05
C 1.458 2.023 0.303 0.21 1.65 -0.68 0.03
H -1.279 5.052 0.165 -0.31 -0.43 0.20 0.13
H -1.718 4.134 -1.316 -0.09 0.13 -0.01 0.13
H -1.074 6.555 -1.975 -0.73 -0.33 0.26 0.07
H 0.180 5.544 -2.436 0.74 0.07 0.45 0.08
H 0.162 6.539 -0.834 0.79 -0.43 -0.28 0.08
H 2.169 2.652 -0.234 0.31 -0.23 -0.02 0.09
H 1.694 0.977 0.107 -0.56 0.09 0.07 0.08
H 1.582 2.315 1.346 -0.05 -0.34 0.16 0.08
```
Positions in Å, forces in eV/Å.

Orbital gap, Ha: 0.1753
E_HOMO, eV: -12.0
Max |F|, eV/A: 7.2
E_LUMO, eV: -7.26
E_tot, eV: -95860.1666
Net charge: +1

---

Below is a 3-piece molecular cluster, C8H18O2 overall, with properties calculated with ωB97M-V with the def2-TZVPD basis set.

Structure (XYZ):
```
28
Properties=species:S:1:pos:R:3:forces:R:3:nbo_charge:R:1
C -1.698 -1.564 1.497 1.08 0.92 -0.13 -0.61
C -0.442 -2.331 1.971 -2.05 -0.40 -0.56 -0.38
C 0.615 -2.637 0.880 1.01 0.24 0.81 -0.50
C 0.912 -1.463 0.029 -0.14 -0.84 0.24 0.11
C 0.173 -1.141 -1.087 -0.15 1.18 -0.60 -0.15
C 0.366 0.049 -1.838 0.63 -0.93 0.31 -0.18
C 0.980 1.141 -1.276 0.62 0.96 0.14 0.10
C 1.265 2.432 -1.952 -1.63 -0.73 -1.06 -0.70
H -2.378 -1.365 2.321 -0.04 -0.17 0.06 0.24
H -1.334 -0.587 1.156 -0.45 0.14 -0.07 0.18
H -2.251 -2.019 0.673 0.15 -0.23 0.13 0.21
H -0.023 -1.859 2.850 0.28 0.21 -0.07 0.22
H -0.860 -3.276 2.282 0.45 -0.57 0.35 0.24
H 1.502 -2.868 1.480 0.10 -0.11 -0.40 0.25
H 0.401 -3.525 0.289 -0.49 0.09 -0.11 0.25
H 1.800 -0.894 0.282 -0.19 0.31 0.00 0.22
H -0.617 -1.767 -1.473 0.07 -0.59 0.20 0.25
H 0.082 0.009 -2.886 -0.27 0.44 0.14 0.25
H 1.232 1.157 -0.215 -0.12 -0.40 -0.11 0.21
H 2.311 2.615 -2.171 0.36 0.16 0.57 0.28
H 0.748 3.217 -1.390 0.53 0.20 0.03 0.26
H 0.771 2.414 -2.930 0.11 0.12 0.05 0.24
H -3.447 1.662 -1.315 -0.10 0.31 -0.07 0.47
H -2.320 1.536 -0.341 0.04 0.14 0.25 0.46
O -2.762 2.192 -0.888 0.10 -0.49 -0.16 -0.93
H 2.149 2.540 1.890 0.36 0.35 -0.73 0.49
H 1.429 3.321 0.627 0.93 -0.10 0.17 0.48
O 1.394 3.013 1.534 -1.20 -0.22 0.61 -0.96
```
Positions in Å, forces in eV/Å.

Orbital gap (alpha / beta), Ha: 0.3430 / 0.2578
Expectation value of S²: 0.773
E_HOMO (alpha / beta), eV: -14.2 / -14.5
Multiplicity: 2
Max |F|, eV/A: 2.2
E_LUMO (alpha / beta), eV: -4.87 / -7.51
E_tot, eV: -12673.3654
Net charge: +1

---

Below is the molecule C8H18Si2, with properties calculated with ωB97M-V with the def2-TZVPD basis set.

Structure (XYZ):
```
28
Properties=species:S:1:pos:R:3:forces:R:3:nbo_charge:R:1
C -1.869 2.285 1.096 -0.62 0.17 3.47 -0.37
C -1.575 -0.709 -2.157 -0.54 -2.17 -4.59 -0.33
C -1.291 1.188 1.646 -0.66 0.88 -1.06 -0.64
C -1.886 -0.509 -0.926 -1.36 1.34 2.84 -0.67
C -1.199 -2.131 1.727 -0.15 2.81 -1.22 -0.95
C 1.279 1.752 -1.257 -0.97 -1.73 1.51 -1.04
C 1.549 -1.336 -1.445 2.67 -0.92 1.30 -1.09
C 2.642 0.435 1.190 -1.78 0.57 -1.21 -1.07
Si -0.742 -0.202 0.492 -1.03 -2.76 3.02 1.08
Si 1.413 0.062 -0.192 -0.56 2.05 -0.84 1.14
H -2.251 3.121 1.748 0.75 -0.82 -0.31 0.19
H -2.324 2.419 0.165 0.22 -0.38 -1.94 0.19
H -2.391 -1.104 -2.921 1.68 1.20 1.44 0.19
H -0.531 -0.771 -2.550 -1.61 0.39 0.41 0.18
H -1.167 1.158 2.745 0.24 0.08 -0.76 0.23
H -2.946 -0.476 -0.583 0.61 -0.33 -0.54 0.23
H -0.809 -2.145 2.702 1.10 0.64 1.44 0.20
H -2.217 -2.401 1.937 -1.10 0.61 -0.47 0.21
H -0.828 -3.005 1.304 1.08 -1.44 -1.40 0.20
H 1.137 1.279 -2.238 -0.19 1.01 -0.09 0.22
H 0.457 2.451 -0.867 1.36 -1.00 -0.91 0.25
H 2.288 2.108 -1.114 0.13 0.72 -0.36 0.22
H 0.948 -1.131 -2.288 -0.60 -0.11 -0.52 0.22
H 2.585 -1.340 -1.877 -0.58 -0.33 0.48 0.24
H 1.338 -2.329 -0.945 0.15 1.03 -0.88 0.25
H 3.429 1.136 1.012 0.47 0.17 -0.12 0.24
H 2.057 0.672 2.046 -0.77 1.30 0.62 0.25
H 2.904 -0.476 1.554 2.04 -2.97 0.72 0.23
```
Positions in Å, forces in eV/Å.

Orbital gap, Ha: 0.3525
E_HOMO, eV: -8.7
Max |F|, eV/A: 5.1
E_LUMO, eV: 0.87
E_tot, eV: -24339.9327
Structure (SMILES): C=C[Si](C)(C=C)[Si](C)(C)C
ΔE to the lowest compared entry with this formula, charge and spin, kcal/mol: 88.6